ORCA calculation (ωB97M-V with the def2-TZVPD basis set) on a cluster of 2 separate species, C4H15NSi2 in total at a distorted geometry.

CARTESIAN COORDINATES (ANGSTROEM)
Si -0.02722 0.23856 -0.99697
Si 2.86832 0.43651 0.38905
N 1.29026 -0.25674 0.03889
C 0.49253 0.50996 -2.81791
C 0.98955 -1.21942 1.07474
C -3.46786 -1.28480 1.45526
C -1.27081 1.44561 -0.08731
H 1.48053 0.31023 -2.99966
H 3.07093 1.55111 -0.77737
H 2.72499 0.55184 1.80837
H 1.70437 -1.96852 1.13776
H -1.78220 0.85836 0.74382
H -2.46014 -1.47092 1.87180
H -1.81856 2.17122 -0.74969
H -3.69253 -0.71989 0.61901
H 0.21183 1.49230 -3.17437
H -0.66123 2.19198 0.50982
H 0.79642 -0.73535 2.03542
H 3.79128 -0.72453 0.32603
H 0.05063 -1.73580 0.84888
H -0.01174 -0.25573 -3.41010
H -4.27936 -1.38599 2.15451

Cartesian forces (eV/Å) of the 3 atoms listed first:
-0.5511 -0.4096 0.2153
-1.0823 -0.4755 -2.5925
0.3755 0.9198 -0.7247

Calculated values
* gap between HOMO and LUMO (alpha / beta): 9.16 / 6.40 eV
* HOMO level (alpha / beta): -8.9154 / -6.3243 eV
* energy relative to the best compared isomer or geometry (same formula, charge and spin): 524.0 kJ/mol
* total charge: 0

Löwdin population analysis, charges in e, atoms 1 to 4: 0.639 0.571 -0.490 -0.230